[1]
{
  "formula": "C4H11NO",
  "method": "the ωB97M-V functional and the def2-TZVPD basis",
  "species": ["C", "C", "C", "N", "C", "H", "H", "H", "H", "H", "H", "H", "H", "H", "O", "H", "H"],
  "xyz": [[-0.367, -0.863, 2.421], [-0.645, -0.853, 1.123], [-0.894, 0.415, 0.368], [0.259, 0.933, -0.387], [-0.118, 1.839, -1.437], [-0.428, -1.766, 3.014], [0.094, -0.040, 2.951], [-0.753, -1.797, 0.595], [-1.783, 0.246, -0.263], [-1.175, 1.259, 1.007], [0.808, 0.167, -0.747], [-0.455, 2.809, -1.068], [0.722, 2.056, -2.098], [-0.872, 1.457, -2.147], [1.694, -1.754, -1.380], [2.105, -1.399, -0.586], [1.809, -2.709, -1.367]],
  "homo_lumo_gap_ev": 9.44,
  "total_energy_ev": -7862.5636,
  "smiles": "C=CCNC.O",
  "e_homo_ev": -8.64,
  "lumo_energy_ev": 0.81,
  "mol_weight_g_mol": 89.1
}

---

[2]
{
  "formula": "C4H11O4PS",
  "method": "the ωB97M-V functional and the def2-TZVPD basis",
  "species": ["C", "C", "C", "C", "O", "O", "O", "O", "P", "S", "H", "H", "H", "H", "H", "H", "H", "H", "H", "H", "H"],
  "xyz": [[-3.453, 1.210, 0.030], [2.467, 0.201, -1.259], [2.207, -1.814, 0.736], [-1.973, 0.958, -0.116], [1.179, 0.862, 1.125], [-0.861, -1.139, 1.189], [-2.303, -1.640, -0.715], [-0.069, -0.519, -0.983], [1.401, -0.239, 0.186], [-1.359, -0.759, -0.104], [-3.727, 0.748, 1.006], [-3.674, 2.336, 0.003], [-4.026, 0.856, -0.927], [3.440, 0.530, -0.699], [2.487, -0.671, -1.859], [1.967, 0.982, -1.705], [1.493, -2.415, 1.301], [2.624, -2.242, -0.072], [2.934, -1.450, 1.366], [-1.357, 1.363, 0.580], [-1.646, 1.223, -1.044]],
  "homo_lumo_gap_ev": 11.32,
  "total_energy_ev": -32640.3252,
  "e_homo_ev": -10.74,
  "lumo_energy_ev": 0.58,
  "mol_weight_g_mol": 186.2
}

---

[3]
{
  "formula": "C18H16N2O3",
  "method": "the ωB97M-V functional and the def2-TZVPD basis",
  "species": ["O", "C", "C", "C", "N", "C", "O", "O", "C", "C", "C", "C", "C", "C", "N", "C", "C", "C", "C", "C", "C", "C", "C", "H", "H", "H", "H", "H", "H", "H", "H", "H", "H", "H", "H", "H", "H", "H", "H"],
  "xyz": [[-1.844, -2.817, -0.043], [-1.016, -2.059, -0.499], [0.376, -2.577, -0.857], [1.217, -2.583, 0.430], [1.473, -1.252, 0.914], [0.699, -0.622, 1.871], [-0.194, -1.103, 2.503], [1.139, 0.663, 1.999], [2.175, 0.843, 1.129], [2.925, 1.974, 0.897], [3.925, 1.877, -0.063], [4.156, 0.696, -0.754], [3.398, -0.443, -0.522], [2.401, -0.352, 0.431], [-1.227, -0.724, -0.651], [-0.420, 0.187, -1.463], [-0.989, 1.594, -1.219], [-2.242, 1.325, -0.440], [-3.207, 2.210, -0.014], [-4.273, 1.725, 0.733], [-4.352, 0.379, 1.046], [-3.386, -0.521, 0.620], [-2.333, -0.032, -0.132], [0.866, -2.002, -1.640], [0.262, -3.609, -1.190], [2.174, -3.083, 0.259], [0.664, -3.109, 1.214], [2.740, 2.885, 1.440], [4.535, 2.742, -0.274], [4.943, 0.660, -1.491], [3.581, -1.358, -1.062], [-0.518, -0.097, -2.518], [0.636, 0.144, -1.195], [-0.298, 2.205, -0.633], [-1.190, 2.118, -2.153], [-3.131, 3.260, -0.254], [-5.039, 2.405, 1.075], [-5.181, 0.016, 1.635], [-3.446, -1.566, 0.870]],
  "homo_lumo_gap_ev": 8.69,
  "total_energy_ev": -28049.8811,
  "smiles": "O=C(CCn1c(=O)oc2ccccc21)N1CCc2ccccc21",
  "e_homo_ev": -8.09,
  "lumo_energy_ev": 0.60,
  "mol_weight_g_mol": 308.3
}

---

[4]
{
  "formula": "C33H28Cl4N5O6Ru",
  "method": "the ωB97M-V functional and the def2-TZVPD basis",
  "species": ["Ru", "C", "C", "C", "C", "N", "C", "C", "C", "C", "C", "C", "N", "H", "H", "H", "H", "H", "H", "H", "H", "Cl", "C", "C", "C", "Cl", "C", "O", "C", "C", "O", "C", "H", "H", "H", "O", "C", "O", "C", "C", "C", "C", "O", "C", "O", "C", "C", "H", "H", "H", "H", "H", "N", "C", "C", "N", "H", "H", "H", "H", "H", "H", "H", "H", "H", "Cl", "C", "C", "C", "C", "C", "Cl", "C", "N", "H", "H", "H"],
  "xyz": [[-0.012, 0.247, -0.250], [-3.438, 3.290, -0.639], [-4.477, 2.699, 0.059], [-4.393, 1.357, 0.389], [-3.265, 0.635, 0.019], [-2.242, 1.231, -0.597], [-2.329, 2.513, -0.930], [-3.157, -0.838, 0.227], [-4.251, -1.596, 0.634], [-4.133, -2.969, 0.741], [-2.925, -3.561, 0.422], [-1.888, -2.736, 0.026], [-1.986, -1.414, -0.063], [-3.468, 4.328, -0.936], [-5.348, 3.275, 0.345], [-5.198, 0.890, 0.937], [-1.459, 2.921, -1.430], [-5.199, -1.125, 0.849], [-4.979, -3.566, 1.056], [-2.780, -4.631, 0.473], [-0.930, -3.164, -0.230], [1.923, 5.167, 5.118], [1.278, 3.861, 4.133], [1.222, 2.574, 4.679], [0.693, 1.549, 3.856], [0.588, -0.055, 4.520], [0.349, 1.715, 2.514], [-0.122, 0.726, 1.822], [0.567, 3.044, 1.950], [0.573, 3.291, 0.567], [0.581, 2.438, -0.380], [0.951, 4.114, 2.826], [1.463, 2.383, 5.714], [0.645, 4.349, 0.274], [1.043, 5.119, 2.429], [1.085, 0.322, -4.224], [1.136, -0.194, -3.126], [0.129, -0.279, -2.300], [2.466, -0.761, -2.653], [3.614, -0.146, -3.134], [4.899, -0.551, -2.775], [4.964, -1.635, -1.936], [6.085, -2.213, -1.395], [5.623, -3.396, -0.750], [4.221, -3.266, -0.566], [3.840, -2.274, -1.458], [2.558, -1.864, -1.776], [3.471, 0.675, -3.824], [5.787, -0.060, -3.146], [6.106, -3.491, 0.219], [5.835, -4.263, -1.386], [0.571, -2.171, -1.681], [3.820, 2.460, 3.100], [4.295, 1.420, 2.119], [3.003, 0.973, 1.437], [2.942, -0.061, 0.463], [4.559, 2.845, 3.681], [3.067, 2.079, 3.725], [3.334, 3.230, 2.624], [4.774, 0.628, 2.696], [5.022, 1.885, 1.456], [2.544, 1.867, 1.016], [2.361, 0.647, 2.257], [3.064, -0.986, 0.850], [3.446, 0.034, -0.411], [1.133, -2.609, 1.731], [1.371, -3.966, 0.685], [1.434, -5.236, 1.235], [1.603, -6.330, 0.404], [1.698, -6.161, -0.969], [1.630, -4.883, -1.497], [1.752, -4.668, -3.209], [1.474, -3.757, -0.687], [1.428, -2.447, -1.214], [1.352, -5.354, 2.306], [1.658, -7.324, 0.828], [1.826, -7.005, -1.631]],
  "homo_lumo_gap_ev": [4.96, 7.05],
  "spin_multiplicity": 6,
  "total_energy_ev": -107080.5264,
  "e_homo_ev": [-5.11, -7.24],
  "lumo_energy_ev": [-0.15, -0.19],
  "mol_weight_g_mol": 833.5
}

---

One value per record, in order, for energy relative to the best compared isomer or geometry (same formula, charge and spin): 45.9, 0.5, 8.1, 35.4 kcal/mol.